{
  "formula": "C30H84F6N7O13S2",
  "method": "the ωB97M-V functional and the def2-TZVPD basis",
  "species": ["C", "C", "C", "O", "C", "N", "H", "H", "H", "H", "H", "H", "H", "H", "H", "H", "H", "H", "C", "C", "C", "O", "C", "N", "H", "H", "H", "H", "H", "H", "H", "H", "H", "H", "H", "H", "C", "C", "C", "O", "C", "N", "H", "H", "H", "H", "H", "H", "H", "H", "H", "H", "H", "H", "C", "C", "C", "O", "C", "N", "H", "H", "H", "H", "H", "H", "H", "H", "H", "H", "H", "H", "C", "C", "C", "O", "C", "N", "H", "H", "H", "H", "H", "H", "H", "H", "H", "H", "H", "H", "C", "C", "C", "O", "C", "N", "H", "H", "H", "H", "H", "H", "H", "H", "H", "H", "H", "H", "C", "C", "C", "O", "C", "N", "H", "H", "H", "H", "H", "H", "H", "H", "H", "H", "H", "H", "C", "F", "F", "F", "S", "O", "O", "O", "C", "F", "F", "F", "S", "O", "O", "O"],
  "xyz": [[-4.510648, -0.538918, 10.160532], [-3.317988, -1.328008, 9.679152], [-2.181118, -0.552508, 9.091722], [-1.011068, -1.391648, 8.954302], [-0.256668, -1.055208, 7.848492], [-2.814128, -2.017628, 11.015572], [-2.458488, -1.279748, 11.606472], [-3.604548, -2.517478, 11.397012], [-2.097568, -2.708718, 10.845172], [-4.861298, 0.119912, 9.366122], [-4.376408, 0.224142, 10.927222], [-5.326008, -1.225578, 10.388122], [-3.674998, -2.138598, 9.043872], [-1.795088, 0.305312, 9.642392], [-2.431508, -0.011668, 8.179082], [0.516862, -1.814908, 7.960772], [0.325482, -0.139968, 7.955902], [-0.755228, -1.063978, 6.879232], [1.360222, 9.370502, -3.930818], [1.129182, 9.071692, -5.453498], [1.258752, 10.284032, -6.377908], [1.179022, 9.791292, -7.628828], [1.675092, 10.715092, -8.569868], [2.138792, 8.074002, -6.031058], [1.891532, 7.138022, -5.743078], [2.101022, 8.128062, -7.038898], [3.093502, 8.290632, -5.782658], [0.371882, 9.651362, -3.566958], [2.177492, 10.021332, -3.620058], [1.602822, 8.450982, -3.398158], [0.088362, 8.757522, -5.531708], [2.176842, 10.820492, -6.138268], [0.482872, 11.047462, -6.320278], [1.159572, 10.683052, -9.529728], [2.745162, 10.730182, -8.776828], [1.336792, 11.751242, -8.576078], [7.198202, 11.122362, 0.918842], [6.324932, 10.385162, 1.950072], [6.195042, 8.823012, 1.791932], [5.044292, 8.587512, 2.659932], [4.680842, 7.155012, 2.715892], [6.665082, 10.719792, 3.426712], [6.003192, 10.229872, 4.011492], [7.546122, 10.385482, 3.790182], [6.688712, 11.729512, 3.423502], [8.240562, 10.953502, 1.189162], [7.004322, 12.194532, 0.887982], [7.198372, 10.638712, -0.057978], [5.325602, 10.791522, 1.794182], [7.078322, 8.348972, 2.219952], [6.124742, 8.408612, 0.786232], [3.816902, 7.015572, 3.365722], [5.558642, 6.579232, 3.009232], [4.467972, 6.832242, 1.696772], [-5.268758, 3.343112, 2.675462], [-5.108118, 4.841732, 2.332202], [-3.853078, 5.439302, 2.939322], [-3.616868, 6.795122, 2.615392], [-4.312828, 7.735392, 3.500412], [-5.116048, 5.109802, 0.873822], [-5.922458, 4.839202, 0.329222], [-5.042058, 6.094672, 0.662482], [-4.366658, 4.629712, 0.396312], [-5.225768, 3.392912, 3.763472], [-4.455348, 2.751102, 2.255942], [-6.212218, 2.814532, 2.539142], [-6.050828, 5.294282, 2.639772], [-2.966118, 4.985842, 2.496842], [-3.848898, 5.355422, 4.026082], [-3.949728, 7.556802, 4.512532], [-5.375218, 7.634962, 3.722512], [-4.097808, 8.771312, 3.238212], [0.207222, -4.150418, -10.713918], [0.360052, -4.222278, -9.192848], [1.724802, -4.591178, -8.643648], [1.734302, -4.278478, -7.198368], [2.929452, -4.665558, -6.562148], [-0.133038, -2.855278, -8.676528], [0.314272, -2.085148, -9.152878], [-1.124818, -2.681638, -8.756008], [0.157482, -2.621528, -7.737878], [0.510542, -5.139658, -11.056668], [0.844022, -3.427668, -11.224048], [-0.801108, -3.960928, -11.081958], [-0.330348, -4.996518, -8.858158], [2.560912, -4.058088, -9.096228], [1.976342, -5.623728, -8.885888], [3.096952, -5.739958, -6.637718], [2.667262, -4.718328, -5.505458], [3.811102, -4.030108, -6.478658], [-8.145828, -5.041168, -2.412218], [-6.653708, -4.479668, -2.228198], [-5.552978, -5.517558, -2.323598], [-5.777128, -6.567908, -3.204858], [-4.591238, -7.239258, -3.776608], [-6.376828, -3.321708, -3.195308], [-6.248898, -3.702808, -4.121858], [-7.102988, -2.624028, -3.272978], [-5.479908, -2.900708, -2.999328], [-8.353528, -5.595748, -3.327318], [-8.884798, -4.249278, -2.290038], [-8.388428, -5.791878, -1.660098], [-6.582918, -4.055208, -1.226738], [-5.490178, -5.915018, -1.310588], [-4.583978, -5.020758, -2.275418], [-3.771258, -7.367348, -3.069978], [-4.084038, -6.642418, -4.534658], [-4.811698, -8.138938, -4.351128], [1.251262, -14.021418, 3.377832], [1.841482, -12.728088, 2.778852], [0.779672, -11.596748, 2.916472], [1.234322, -10.539338, 2.124882], [0.537552, -9.281358, 2.361122], [3.239032, -12.338768, 3.292012], [3.389132, -12.545838, 4.269102], [4.058162, -12.811448, 2.937472], [3.275562, -11.366918, 3.019502], [2.032622, -14.722978, 3.670032], [0.495602, -14.466188, 2.730322], [0.904982, -13.783698, 4.383652], [2.041412, -12.879858, 1.718152], [0.540212, -11.545378, 3.978602], [-0.173978, -11.813358, 2.435072], [-0.535908, -9.458568, 2.427342], [0.602962, -8.526408, 1.577622], [0.970432, -8.813608, 3.245392], [0.623192, 0.061312, -0.528648], [0.498552, 0.799502, 0.549712], [1.916442, -0.097908, -0.710308], [0.128832, -1.117928, -0.225558], [-0.118088, 0.871062, -2.141548], [0.256052, 2.294362, -2.281718], [0.330082, 0.086052, -3.289548], [-1.517078, 0.831052, -1.852008], [6.069932, -4.644928, 2.391012], [6.905752, -3.945618, 1.712722], [5.844972, -4.079758, 3.578652], [4.905892, -4.945808, 1.695042], [6.957792, -6.407548, 2.682882], [8.313462, -6.177358, 3.076562], [6.159612, -7.030578, 3.693062], [6.903392, -7.165668, 1.420732]],
  "forces_ev_per_a": [[-0.7107, 0.8839, -0.9772], [0.0231, -0.0355, 1.7470], [1.9861, 0.4053, -0.0546], [-3.0333, 0.3970, 0.5837], [2.4761, -0.6666, -0.1743], [-0.2351, 0.0884, -2.0363], [0.0285, 0.0476, 0.6133], [-0.2887, 0.1062, 0.6578], [0.6810, -0.1116, -0.2004], [-0.1639, -0.3500, -0.4564], [0.5161, -0.5489, 0.5481], [-0.0555, 0.2318, 0.2519], [0.4086, -0.0238, -0.0631], [-0.6300, 0.0999, 1.0893], [-0.4734, -0.7824, -0.5595], [0.1870, -0.1109, -1.1031], [-0.4240, 0.5595, 0.1660], [-0.2492, -0.2578, 0.1234], [-0.1843, -1.1918, -0.7555], [0.4145, 1.7431, 1.1695], [-0.2248, 0.8876, 2.0832], [0.7583, -0.3465, -2.6913], [-0.4919, 1.3030, -2.7067], [-1.1815, 0.0916, 0.7398], [0.2148, -0.4820, 0.1750], [-0.3750, 0.1671, -0.8662], [0.3473, 0.0973, 0.4928], [0.3573, 0.4979, 0.2642], [-0.2940, 0.5452, -0.5999], [-0.2270, -0.3683, -0.1010], [0.4207, -1.0188, -0.4050], [0.5670, -0.0453, -0.2388], [-0.3566, -0.1006, 1.0424], [0.1285, -1.8692, -0.3810], [0.0508, -0.4521, 0.5243], [0.0993, 0.5433, 2.1402], [1.2193, -0.8649, 1.1944], [-0.2514, -0.9952, -1.6992], [-0.5465, 1.3074, 2.2265], [0.5007, -1.3623, -0.7114], [0.8335, 1.0302, -0.7371], [0.1626, -0.5504, -1.8892], [-1.0469, 0.4275, 0.3147], [0.8961, -0.1333, -0.4790], [-0.3937, 0.4343, 0.9455], [0.2981, 0.3836, 0.1731], [-0.0645, -0.1640, -0.2058], [-0.7773, 0.2290, -0.0252], [-0.1602, -0.2008, 0.5595], [0.2185, -0.1642, 0.1715], [-0.5252, 0.5330, -0.1913], [0.3052, 0.1947, -0.0287], [-0.1316, -0.0479, 0.4933], [-0.3785, -0.0115, -0.0210], [0.5624, 0.5800, 0.5181], [-1.9248, -0.9919, 0.3357], [0.7260, 1.0433, -0.2360], [-1.8631, 1.0598, 0.0925], [0.7762, -0.3576, 1.0509], [0.3400, -0.0672, -1.2645], [-0.9001, -0.5407, 0.4126], [0.5723, 0.7671, 0.2749], [0.8262, -0.1299, -0.1373], [0.5218, -0.4663, 0.1328], [0.0707, -0.0876, 0.2556], [-0.1870, 0.6045, -0.7715], [0.2948, 0.5085, 0.4997], [-0.0420, -0.7228, 0.2620], [-0.1016, -0.5402, 0.0310], [0.6737, 0.1686, 0.0973], [-0.4482, -0.4437, -1.2378], [0.1227, -0.3718, -0.3634], [0.7158, -0.6405, -0.0930], [-0.7967, 0.3448, -0.7605], [0.9120, 1.2286, 1.3178], [-0.3247, -0.0928, -2.5270], [-0.4540, -1.3020, 2.8100], [0.8740, 0.1393, 0.4549], [0.3183, 0.1244, -1.0093], [-0.4516, -0.3744, -0.1220], [0.0629, -0.7484, 1.1193], [-0.1026, 0.0330, -0.3732], [0.2825, 0.0720, 0.3192], [-0.1664, -0.1653, 0.4170], [-0.2817, 0.4414, 0.4399], [-0.1359, 0.5354, -0.2436], [-0.5118, -0.3477, 0.3920], [0.6381, 0.0399, -1.1194], [-0.3781, 0.4877, 0.3193], [-0.0579, 0.2162, -1.3766], [0.9949, 0.2835, 0.0780], [-1.9801, -0.9421, -0.1026], [0.3015, -0.4554, 1.6620], [0.9955, -0.4374, -1.5559], [0.3723, 1.1989, -0.1512], [0.1483, -0.9847, -0.2927], [-0.2212, -0.3920, -0.6160], [-0.3639, 0.3219, 0.2990], [0.2833, 0.4944, 0.4489], [0.4919, 0.4033, -0.3375], [0.1211, 0.1323, -0.0710], [0.4685, 0.1984, 0.3745], [-0.0108, 0.2243, -0.1572], [-0.4660, -0.4209, 0.3938], [0.5088, 0.1757, -1.2189], [-0.5170, -0.5137, 0.5846], [-0.4218, 0.7855, -0.1869], [-0.7203, -0.1140, 0.8484], [1.4246, 0.7125, 1.0510], [-1.1532, -1.4046, -1.2437], [0.6297, -0.8914, -0.9401], [0.5996, 2.0869, 0.4213], [0.1145, -0.2956, 0.2775], [-1.2604, -0.2834, 0.3393], [-0.5414, 0.8345, 0.9011], [-0.0287, -0.4338, -1.3165], [0.6408, 0.9347, 0.4291], [0.1147, -0.4192, -0.8101], [0.1549, 0.0920, 0.2441], [-0.8701, 0.1012, -0.1053], [-0.1431, 0.0721, -0.0385], [0.3452, 1.2544, 0.3695], [-0.1005, -1.3399, 0.2127], [-0.0765, -0.2095, 0.5006], [0.7741, -0.6635, -0.5058], [-0.3762, -0.0831, 0.2282], [0.5761, 0.7668, -1.6962], [-0.7161, 1.3167, 0.9097], [1.3068, -0.1811, -0.4611], [-0.9795, -1.0340, -0.3213], [0.5208, 2.1000, -1.6418], [0.9954, -1.3242, 1.0398], [0.0003, -0.3414, 1.3442], [-2.0175, -1.1969, 0.7681], [0.7501, -5.3662, 0.9789], [0.2204, 1.9279, -1.3914], [-0.8237, 0.4994, -0.5261], [0.9040, 1.5476, 0.8509], [0.1202, -1.5811, -1.9017], [0.7478, 1.4761, 0.4203], [-1.5614, -0.0178, 1.3919], [-0.6630, 1.4038, 0.1722]],
  "lowdin_charge": [-0.05, -0.26, -0.18, -0.18, -0.12, 0.25, 0.17, 0.16, 0.16, 0.10, 0.10, 0.10, 0.16, 0.14, 0.14, 0.11, 0.10, 0.10, -0.02, -0.25, -0.25, -0.17, -0.09, 0.25, 0.17, 0.15, 0.18, 0.09, 0.09, 0.08, 0.16, 0.14, 0.16, 0.10, 0.11, 0.10, -0.03, -0.27, -0.14, -0.23, -0.04, 0.25, 0.16, 0.17, 0.17, 0.09, 0.09, 0.10, 0.15, 0.13, 0.13, 0.09, 0.09, 0.09, -0.02, -0.32, -0.19, -0.18, -0.05, 0.23, 0.18, 0.17, 0.18, 0.09, 0.10, 0.09, 0.16, 0.15, 0.14, 0.09, 0.09, 0.10, -0.03, -0.28, -0.14, -0.19, -0.11, 0.24, 0.17, 0.17, 0.16, 0.10, 0.10, 0.09, 0.16, 0.14, 0.14, 0.10, 0.09, 0.10, 0.00, -0.25, -0.25, -0.15, -0.04, 0.23, 0.17, 0.17, 0.16, 0.09, 0.08, 0.10, 0.15, 0.14, 0.13, 0.09, 0.08, 0.10, -0.03, -0.27, -0.21, -0.19, -0.05, 0.26, 0.17, 0.18, 0.16, 0.09, 0.10, 0.09, 0.15, 0.14, 0.14, 0.09, 0.09, 0.10, -0.71, 0.13, 0.13, 0.14, 0.45, -0.39, -0.36, -0.39, -0.64, 0.16, 0.11, 0.05, 0.42, -0.34, -0.38, -0.39],
  "homo_ev": -11.410,
  "charge": 5,
  "lumo_ev": -7.66,
  "fmax_ev_per_a": 5.5
}